This record from OMol25 describes a molecular structure, C36H66O14Y in a non-equilibrium geometry. The level of theory is ωB97M-V/def2-TZVPD.

HOMO-LUMO gap (spin up / spin down) = 7.59 / 2.22 eV
charge = +2
calculated total energy = -68092.842 eV
spin multiplicity = 2

Geometry as XYZ:
```
117
Properties=species:S:1:pos:R:3:forces:R:3:lowdin_spin:R:1
Y 1.19994 24.09006 -3.38138 -4.0 -3.6 3.1 0.000
C -0.69667 20.84844 -1.36066 -0.5 -0.1 -1.0 0.000
C -0.00347 20.64458 -2.74244 -0.1 1.5 0.5 0.000
O 0.57616 21.82530 -3.25870 0.9 2.0 0.1 0.000
H -1.30907 19.96997 -1.15732 0.2 -0.3 0.2 0.000
H -1.42270 21.66123 -1.38010 0.2 0.4 -0.2 0.000
H 0.00933 21.01033 -0.54614 0.1 0.0 -0.1 0.000
H -0.70320 20.30863 -3.50770 -0.5 -0.4 0.2 0.000
H 0.70451 19.83377 -2.57084 0.5 -0.1 -0.3 0.000
C -2.50886 25.50195 -0.49430 0.6 0.3 2.0 0.000
C -2.07582 25.09818 -1.84799 0.5 -0.1 -1.6 0.000
O -0.65592 25.03878 -2.08438 0.5 -0.9 -0.7 0.001
H -3.53194 25.86469 -0.39509 -0.1 0.0 -0.5 0.000
H -1.85809 26.28253 -0.10024 0.0 0.2 0.0 0.000
H -2.43913 24.67140 0.20813 0.2 -0.2 0.3 0.000
H -2.61065 25.78668 -2.50223 0.5 0.4 -0.7 0.000
H -2.61428 24.16979 -2.03834 0.4 -0.8 -0.4 0.000
C -1.37023 16.41156 1.14130 -0.6 -0.6 1.5 0.000
C -0.63367 17.39554 0.28405 -0.2 0.9 -0.9 0.001
C 0.28028 16.57722 -0.60998 -0.1 -1.1 0.2 0.001
O -0.30355 15.27881 -0.58710 -0.5 -0.1 -1.3 0.002
C -0.98026 15.05052 0.63975 1.3 -0.5 -0.7 0.000
H -2.45296 16.51516 1.07018 0.0 0.2 0.1 0.000
H -1.07591 16.40591 2.19079 -0.2 0.6 0.1 0.000
H -0.14001 18.21166 0.81165 0.1 0.0 0.1 0.000
H -1.35456 17.82380 -0.41239 -0.1 0.4 0.1 0.000
H 1.31016 16.48421 -0.26531 0.2 0.3 0.2 0.000
H 0.27256 16.90524 -1.64942 0.2 0.1 0.1 0.000
H -0.20982 14.58118 1.25151 -0.3 -0.1 0.7 0.000
H -1.81176 14.35931 0.50212 0.1 0.0 -0.2 0.000
C -6.65763 20.30928 -3.00395 -1.8 -0.3 -1.1 0.000
C -5.21598 20.46060 -2.73128 0.5 0.1 0.0 0.000
C -5.20332 21.86356 -2.23504 0.8 0.4 0.7 0.002
O -6.08726 22.57953 -3.03808 0.7 1.2 -0.3 0.008
C -7.10364 21.71497 -3.50257 0.2 -1.1 0.5 0.001
H -7.21087 20.05215 -2.10068 -0.1 -0.2 -0.1 0.000
H -6.83863 19.61239 -3.82230 -0.3 -0.4 0.4 0.000
H -4.69452 20.45344 -3.68843 0.5 -0.3 0.1 0.000
H -4.81728 19.76136 -1.99630 0.2 -0.2 -0.3 0.000
H -4.18097 22.24158 -2.23521 0.0 0.7 -0.3 0.000
H -5.54845 21.93117 -1.20333 -0.2 -0.2 0.6 0.001
H -7.12710 21.75847 -4.59145 -0.2 0.1 0.0 0.000
H -8.05865 21.98542 -3.05211 -0.1 0.2 -0.3 0.000
C 4.09313 19.09137 0.19018 -0.4 0.7 -0.3 0.000
C 4.14292 17.57935 0.26203 0.2 0.0 -0.7 0.000
C 3.85443 17.20801 -1.20339 0.6 1.5 1.2 0.000
O 2.97613 18.25317 -1.65702 -1.1 -0.9 -1.4 0.000
C 2.88492 19.32936 -0.76305 1.2 -0.8 1.3 0.000
H 4.95034 19.51879 -0.33001 0.3 -0.1 0.2 0.000
H 4.00112 19.57829 1.16103 0.0 0.0 -0.1 0.000
H 3.34974 17.24296 0.92972 0.1 -0.3 0.0 0.000
H 5.10842 17.15089 0.53096 -0.1 0.1 0.4 0.000
H 3.50183 16.17880 -1.27035 -0.4 0.3 -0.6 0.000
H 4.75808 17.43066 -1.77079 0.4 -1.0 -0.1 0.000
H 1.95500 19.21149 -0.20678 -0.4 0.6 0.0 0.000
H 2.98351 20.27435 -1.29726 -0.4 0.0 0.1 0.000
C -3.85359 22.42595 1.95213 -0.4 -0.7 0.1 0.016
C -2.77940 21.59064 1.28147 0.2 0.9 -0.2 0.007
C -2.91626 20.25609 1.94483 0.0 0.7 0.0 0.091
O -4.20477 20.21170 2.54966 -0.7 0.2 -0.6 0.641
C -4.95563 21.39468 2.14939 0.5 1.0 0.6 0.073
H -4.16598 23.29328 1.37052 0.0 0.0 0.3 0.000
H -3.50799 22.66064 2.95889 -0.1 0.6 -0.1 0.000
H -1.84302 22.07632 1.55606 0.3 -0.4 -0.6 0.001
H -2.93673 21.52519 0.20487 0.2 0.1 0.0 0.003
H -2.14458 20.14373 2.70639 -0.2 -0.4 0.7 0.045
H -2.79881 19.37830 1.30939 -0.2 -0.5 0.0 0.042
H -5.72523 21.70548 2.85594 0.1 -0.8 0.5 0.012
H -5.50476 21.21114 1.22588 0.1 -0.7 -0.6 0.047
O -0.67520 23.95872 -5.02132 1.0 0.3 -0.1 0.000
C -1.67697 23.49468 -5.53765 -0.3 -1.3 -0.4 0.000
O -1.88577 23.51017 -6.85859 1.9 1.4 1.1 0.000
C -3.16298 23.09913 -7.20832 -2.3 -1.3 -0.5 0.000
C -3.72416 22.37551 -5.98952 -0.6 -0.4 0.3 0.000
C -2.83638 22.78843 -4.82137 0.6 1.0 -1.2 0.000
H -3.15394 22.39843 -8.04321 0.6 0.1 -0.1 0.000
H -3.84686 23.88703 -7.52394 0.6 0.6 0.2 0.000
H -3.70899 21.30755 -6.20706 0.0 -0.1 0.4 0.000
H -4.75141 22.67800 -5.78616 0.0 -0.2 -0.1 0.000
H -2.50270 21.98420 -4.16565 0.1 0.4 0.1 0.000
H -3.26600 23.64839 -4.30757 -0.3 -0.4 0.7 0.000
O 3.48883 22.87261 -2.93475 1.4 -1.9 -1.8 0.000
C 4.14361 21.83298 -3.27685 -2.4 2.1 1.3 0.000
O 5.27378 21.55308 -2.68353 -0.8 2.0 1.4 0.000
C 5.85815 20.37691 -3.13014 1.7 -1.0 -0.8 0.000
C 4.82544 19.70245 -3.94829 -1.1 -1.5 -1.4 0.000
C 3.78021 20.75375 -4.26827 0.2 0.9 0.5 0.000
H 6.17487 19.72803 -2.31360 0.1 0.5 0.2 0.000
H 6.72921 20.68286 -3.70958 0.2 -0.2 0.1 0.000
H 4.36557 18.89831 -3.37384 -0.1 0.1 -0.1 0.000
H 5.18590 19.27433 -4.88364 0.3 -0.1 0.2 0.000
H 2.75149 20.40701 -4.17026 0.0 0.3 0.1 0.000
H 3.91806 21.25896 -5.22423 -0.1 -0.3 -0.4 0.000
O -2.19530 19.68189 -8.29126 1.7 0.5 1.1 0.000
C -1.19307 19.83328 -7.60338 -2.7 -0.2 -1.7 0.000
O -0.36786 20.88531 -7.77660 0.7 0.2 0.3 0.000
C 0.73213 20.81715 -6.83534 0.0 -0.4 0.2 0.000
C 0.70081 19.39303 -6.29599 -0.5 -0.6 0.7 0.000
C -0.79141 18.96710 -6.46605 1.4 0.1 0.5 0.000
H 0.60274 21.51186 -6.00544 -0.6 0.2 0.0 0.000
H 1.69750 21.10587 -7.25105 -0.3 -0.2 -0.8 0.000
H 1.04493 19.42396 -5.26220 -0.1 -0.3 0.1 0.000
H 1.31614 18.66353 -6.82259 0.1 0.3 -0.2 0.000
H -1.42656 19.21464 -5.61552 0.1 0.2 0.2 0.000
H -0.94897 17.90459 -6.65138 0.1 0.2 -0.2 0.000
O 1.82875 23.76688 -1.05899 0.0 -1.1 1.5 0.000
C 1.57790 23.30081 0.06275 0.0 0.7 -1.5 0.000
O 2.14673 22.20868 0.58125 1.2 -0.9 -1.6 0.000
C 1.63902 21.80298 1.85804 -1.8 0.9 0.3 0.000
C 1.00024 23.10129 2.28049 -0.3 0.5 2.0 0.000
C 0.57512 23.83476 1.01148 0.8 0.0 0.9 0.000
H 2.35576 21.41282 2.58065 0.5 0.3 -0.7 0.000
H 0.83064 21.07338 1.81018 0.2 -0.5 -0.9 0.000
H 1.78335 23.60412 2.84794 -0.1 0.8 -0.4 0.000
H 0.21175 23.00488 3.02687 -0.2 -0.3 -0.1 0.000
H 0.67918 24.91180 1.14289 -0.3 -0.1 -0.4 0.000
H -0.39364 23.55901 0.59487 -0.2 0.2 0.1 0.000
```
Forces are in eV/Å.

---

This record from OMol25 describes a molecular structure, C36H54AsN6OPS3Tb in a non-equilibrium geometry. The level of theory is ωB97M-V/def2-TZVPD.

HOMO-LUMO gap (spin up / spin down) = 6.99 / 7.09 eV
energy above the lowest of the compared OMol25 structures with the same formula, charge and spin = 17.27 kJ/mol
charge = +1
calculated total energy = -174256.051 eV
spin multiplicity = 7

Geometry as XYZ:
```
103
Properties=species:S:1:pos:R:3:forces:R:3:lowdin_spin:R:1
Tb -0.04439 -1.05367 0.51307 0.2 0.7 2.3 6.064
S -2.35587 -5.31755 3.98113 1.1 0.9 -1.6 -0.002
C -1.32550 -4.62198 2.81945 -1.5 -1.2 0.3 0.000
S 0.39396 -4.66197 3.07969 -0.2 1.0 -0.3 0.001
C 0.62882 -3.46555 1.80976 -0.6 -0.9 -0.3 0.003
N -0.52198 -3.22855 1.12837 1.2 -1.2 0.6 -0.006
N -1.57495 -4.06528 1.56652 0.3 0.5 0.9 -0.001
C -2.67964 -4.31729 0.67835 -1.1 -2.2 0.1 0.000
C -3.06811 -3.51940 -0.36794 2.6 3.4 1.1 0.000
C -4.04342 -3.84183 -1.25773 -0.6 0.1 -1.4 0.000
C -4.74158 -5.00937 -1.09698 -1.8 -1.4 0.3 0.000
C -4.48539 -5.87323 -0.00795 1.0 0.8 0.2 0.000
C -3.41573 -5.54412 0.80604 1.6 0.5 2.0 0.000
S 2.20929 -2.81021 1.54744 -1.9 0.3 -0.4 -0.004
H -2.58772 -2.47395 -0.41029 -0.6 -1.6 -0.3 0.001
H -4.23382 -3.17379 -2.11839 -0.1 -0.4 0.7 0.000
H -5.61823 -5.23518 -1.72813 0.7 0.2 0.1 0.000
H -5.03493 -6.76636 0.30390 -0.1 0.4 -0.8 0.000
H -3.10420 -6.13645 1.71288 -0.7 0.3 -1.4 0.000
C 3.76062 2.20146 0.51278 0.3 0.4 -0.6 -0.001
As 2.87929 0.65386 1.36590 -0.3 1.1 0.3 -0.001
C 2.87392 1.31566 3.26835 0.4 -2.8 -0.4 -0.001
C 4.38221 -0.50333 1.59366 0.2 -0.9 0.2 0.000
H 4.02917 3.04585 1.16993 -0.1 -0.6 0.1 0.000
H 3.17265 2.66287 -0.28704 -0.2 -0.3 0.1 0.000
H 4.67199 1.83115 0.02242 -0.1 0.1 0.2 0.000
H 3.90734 1.06763 3.67536 -1.3 1.0 -0.4 0.000
H 2.15031 0.62177 3.78126 0.6 1.0 -0.2 0.000
H 2.53420 2.32583 3.20363 0.1 0.6 0.6 0.000
H 4.01141 -1.19754 2.38366 0.8 0.3 -0.5 0.000
H 5.28367 0.02499 1.89343 -0.1 0.2 0.4 0.000
H 4.66755 -1.03539 0.68618 -0.4 -0.2 0.0 0.000
C 6.44764 1.21350 -8.87191 -0.9 0.3 0.0 0.000
C 6.20857 0.86912 -7.41073 0.2 0.8 -1.1 0.000
C 6.51835 1.85719 -6.47137 -1.0 -1.8 1.6 0.000
C 6.32276 1.50129 -5.12852 -0.4 -0.7 -0.6 0.000
C 5.96433 0.16817 -4.76323 0.2 1.4 -0.6 0.000
N 5.87745 -0.26604 -3.43318 0.3 0.0 1.9 0.000
C 4.73984 -0.47410 -2.73163 -0.7 -0.7 1.2 0.000
O 4.70096 -1.17174 -1.70734 -0.2 1.1 -1.2 0.000
N 3.60568 0.16922 -3.24494 -0.4 1.3 -0.7 0.000
C 2.31342 0.20460 -2.67327 0.7 -0.6 -1.0 0.000
C 1.46368 1.27878 -2.92755 -1.3 0.2 -0.2 0.001
C 0.06012 1.18656 -2.67352 0.0 0.3 0.4 0.001
C -0.46125 0.04937 -2.06321 2.6 -0.5 -0.8 0.003
N 0.46177 -0.93118 -1.72429 -0.6 -0.1 -1.0 0.000
C 1.78176 -0.91977 -2.02434 -2.0 1.6 0.2 0.003
C 5.64381 -0.77460 -5.71232 0.3 0.4 -0.5 0.000
C 5.73456 -0.38447 -7.03390 0.2 -0.4 -1.3 0.000
H 5.84894 2.03960 -9.27513 -0.3 0.0 0.6 0.000
H 6.21088 0.40796 -9.56500 0.6 -0.3 0.2 0.000
H 7.43932 1.61758 -8.95670 0.7 -0.4 -0.4 0.000
H 6.82758 2.85895 -6.69874 0.1 0.2 -0.4 0.000
H 6.32416 2.30803 -4.42485 0.5 0.0 0.8 0.000
H 6.67016 -0.67333 -2.93532 -0.2 0.2 -0.5 0.000
H 3.73046 0.81994 -4.05516 0.1 -0.9 1.2 0.000
H 1.85498 2.17994 -3.41705 -0.2 -0.4 0.3 0.000
H -0.67118 1.98973 -2.87768 0.9 -0.3 -0.2 0.000
H -1.53713 -0.16122 -1.93550 0.7 0.2 0.2 0.001
H 2.38891 -1.72878 -1.68919 0.3 -0.5 0.1 0.000
H 5.38585 -1.77307 -5.37820 -0.1 0.0 -0.3 0.000
H 5.53606 -1.07686 -7.86861 0.0 0.2 0.7 0.000
C -2.91392 2.38904 -0.12961 0.2 -0.4 -0.3 0.000
C -3.77870 1.71295 0.91317 0.6 0.0 1.1 -0.005
C -4.45788 0.50714 0.14666 0.0 0.3 0.5 0.000
C -4.68996 2.83482 1.43182 -0.4 -0.3 -0.4 -0.001
P -2.48037 0.94745 2.33049 -3.5 2.2 -2.4 -0.006
N -1.52224 0.17129 1.39304 2.3 -1.5 -0.3 -0.051
C -1.71422 2.40764 3.27271 1.1 -0.2 0.0 0.000
C -0.89536 3.25993 2.25764 0.0 -1.1 0.0 0.000
C -0.62710 1.73654 4.16327 0.1 0.1 0.3 0.000
C -2.69664 3.20721 4.10401 -1.1 -0.3 0.0 0.000
C -3.63312 -0.10611 3.34202 0.1 0.8 1.3 0.000
C -3.90178 -1.41074 2.60772 1.2 -1.6 0.0 0.000
C -2.88138 -0.51679 4.60121 -0.9 0.8 1.6 0.000
C -4.98457 0.54929 3.83489 0.6 0.7 -0.9 0.000
H -3.36369 2.47503 -1.11237 -0.4 -0.7 -0.4 0.000
H -2.00475 1.82441 -0.14971 0.9 -0.1 -0.7 0.000
H -2.72106 3.42030 0.03392 0.5 0.9 0.9 0.000
H -4.83797 0.94910 -0.76612 -0.4 0.1 -0.3 0.000
H -5.30414 -0.08977 0.58770 1.0 0.8 0.0 0.000
H -3.64768 -0.16994 -0.19272 -0.4 0.1 0.4 0.000
H -5.14800 3.29814 0.55840 -0.5 -0.1 -0.1 0.000
H -4.19567 3.69446 1.90962 0.1 -0.7 -0.2 0.000
H -5.44384 2.42468 2.08369 -0.4 0.4 0.2 0.000
H -0.36304 2.50735 1.60569 -0.4 1.2 0.3 0.000
H -0.18948 3.92968 2.74391 0.3 -0.4 0.5 0.000
H -1.49064 3.98215 1.74032 -0.7 -0.1 -0.9 0.000
H -0.38164 0.72668 3.76027 0.2 0.7 0.5 0.000
H -0.89972 1.66880 5.23455 -0.1 -0.2 -0.6 0.000
H 0.23860 2.41087 4.11947 0.0 -0.6 0.1 0.000
H -3.53311 3.61832 3.53281 0.4 -0.1 0.1 0.000
H -2.33656 4.01341 4.73099 0.9 0.2 -0.2 0.000
H -3.13785 2.52796 4.81164 -0.3 -0.3 0.4 0.000
H -3.03129 -1.74493 1.91114 -1.5 0.6 1.4 0.000
H -4.80898 -1.39617 2.05016 -0.6 0.1 -0.6 0.000
H -4.04919 -2.19472 3.40817 0.3 0.5 -1.0 0.000
H -1.99703 -1.05707 4.34403 0.9 -0.3 0.1 0.000
H -3.55848 -1.21445 5.14129 0.6 0.4 -0.1 0.000
H -2.67494 0.35192 5.30000 0.0 -1.1 -0.8 0.000
H -5.61095 0.75729 2.97374 -0.2 -0.1 -0.1 0.000
H -4.94279 1.51782 4.40829 0.4 -1.2 -0.4 0.000
H -5.50226 -0.20441 4.40573 -0.1 -0.2 0.4 0.000
```
Forces are in eV/Å.